105
Properties=species:S:1:pos:R:3:lowdin_charge:R:1 method="wB97M-V/def2-TZVPD" homo_lumo_gap_ha=0.3702 relative_energy_kcal_mol=0.0 lumo_energy_ev=-0.17
C -3.380 -8.850 10.704 0.04
N -2.561 -10.097 10.520 -0.41
O -3.119 -11.080 10.003 0.02
O -1.381 -10.073 10.819 0.07
H -3.315 -8.334 11.662 0.07
H -4.430 -8.972 10.438 0.09
H -2.952 -8.184 9.955 0.10
C -1.060 -9.930 18.864 0.09
N -2.154 -9.411 17.912 -0.42
O -2.409 -8.252 17.825 0.05
O -2.829 -10.201 17.321 0.05
H -1.443 -9.751 19.869 0.10
H -0.173 -9.302 18.780 0.10
H -0.927 -10.996 18.681 0.09
C -6.456 -7.996 14.823 0.06
N -6.596 -7.927 13.318 -0.39
O -5.924 -8.802 12.708 0.00
O -7.358 -7.148 12.771 0.08
H -5.429 -8.303 15.022 0.08
H -7.368 -8.526 15.097 0.09
H -6.441 -6.930 15.050 0.09
C -5.517 -13.637 19.881 0.04
N -4.463 -12.768 19.241 -0.39
O -4.429 -12.641 18.023 0.03
O -3.652 -12.265 20.055 0.03
H -4.870 -14.440 20.235 0.09
H -6.222 -13.994 19.130 0.09
H -5.933 -13.051 20.701 0.10
C -4.830 -6.069 17.609 0.04
N -6.254 -5.923 17.799 -0.47
O -6.972 -6.918 17.852 0.03
O -6.726 -4.820 17.897 0.08
H -4.753 -7.029 17.098 0.08
H -4.469 -6.089 18.638 0.12
H -4.637 -5.266 16.897 0.11
C -8.865 -9.794 17.478 0.03
N -7.574 -10.432 17.737 -0.41
O -7.610 -11.644 17.971 0.03
O -6.552 -9.747 17.658 0.05
H -9.542 -9.996 18.308 0.11
H -9.245 -10.381 16.642 0.09
H -8.771 -8.721 17.309 0.09
C -0.727 -13.841 16.321 0.02
N -0.197 -15.208 16.627 -0.43
O 0.728 -15.248 17.422 0.06
O -0.562 -16.155 15.963 0.06
H -1.200 -13.786 15.341 0.06
H 0.008 -13.052 16.484 0.10
H -1.559 -13.715 17.015 0.08
C -4.069 -11.274 15.015 0.05
N -2.956 -10.913 14.056 -0.34
O -2.959 -9.813 13.518 0.04
O -1.954 -11.645 14.050 0.03
H -3.581 -11.951 15.717 0.07
H -4.958 -11.732 14.581 0.08
H -4.325 -10.340 15.516 0.07
C -0.478 -13.758 12.351 0.02
N 0.915 -14.134 12.647 -0.42
O 1.178 -14.117 13.819 0.08
O 1.634 -14.439 11.675 0.05
H -0.840 -14.337 11.501 0.09
H -0.584 -12.740 11.976 0.10
H -1.101 -14.102 13.177 0.07
C -4.154 -15.781 16.232 0.07
N -4.032 -15.841 17.752 -0.39
O -4.966 -16.281 18.415 0.04
O -2.950 -15.493 18.243 0.05
H -3.195 -15.442 15.840 0.07
H -4.897 -15.014 16.012 0.07
H -4.438 -16.745 15.811 0.11
C -4.670 -13.798 10.758 0.05
N -4.266 -14.338 12.083 -0.45
O -4.608 -13.750 13.074 0.05
O -3.540 -15.283 12.107 0.08
H -5.452 -14.483 10.430 0.10
H -3.759 -13.872 10.164 0.10
H -5.072 -12.787 10.710 0.09
O -1.078 -6.558 12.969 0.09
C -1.240 -7.246 13.954 -0.58
O -0.437 -8.164 14.430 0.01
C 0.831 -8.384 13.754 -0.19
C 1.589 -9.567 14.378 -0.06
C -2.449 -7.097 14.840 0.01
H 1.490 -7.517 13.735 0.12
H 0.691 -8.567 12.688 0.12
H 2.478 -9.894 13.839 0.08
H 0.851 -10.362 14.483 0.06
H 1.905 -9.356 15.399 0.07
H -2.187 -6.349 15.589 0.09
H -2.484 -7.997 15.455 0.05
H -3.346 -6.921 14.247 0.09
O -7.950 -10.944 14.646 0.07
C -8.019 -11.812 13.784 -0.51
O -7.957 -13.121 13.920 0.01
C -7.853 -13.737 15.212 -0.20
C -7.460 -15.181 15.066 -0.07
C -8.038 -11.407 12.314 0.03
H -8.766 -13.599 15.791 0.13
H -7.028 -13.308 15.780 0.11
H -6.633 -15.333 14.371 0.07
H -8.298 -15.782 14.713 0.08
H -7.150 -15.614 16.017 0.08
H -7.437 -10.580 11.935 0.07
H -9.094 -11.254 12.093 0.09
H -7.935 -12.290 11.684 0.07

86
Properties=species:S:1:pos:R:3:lowdin_charge:R:1 method="wB97M-V/def2-TZVPD" total_charge=-1 spin_multiplicity=2 homo_lumo_gap_ha="0.2044 / 0.2032" s_squared=0.7581 lumo_energy_ev="1.90 / 1.90"
N -1.035 1.109 -0.258 0.33
H -1.853 0.948 -0.828 0.08
H -0.707 0.278 0.213 0.07
H -1.330 1.551 0.601 0.08
H -0.348 1.557 -0.847 0.08
B -0.039 3.842 2.078 -0.45
H 0.035 2.826 1.724 -0.12
H 0.270 4.659 1.444 -0.12
H -1.099 3.964 2.237 -0.10
H 0.350 3.983 3.074 -0.10
C -2.990 1.018 3.380 -1.08
O -2.634 0.070 4.027 0.08
O -2.295 1.416 2.426 -0.01
O -3.207 1.901 4.178 0.13
C -7.797 -2.348 1.523 -0.08
O -6.642 -1.482 1.626 -0.18
C -6.137 -0.965 0.403 -0.26
C -4.819 -0.263 0.534 -0.17
N -4.485 1.012 -0.227 -0.03
C -4.788 0.918 -1.676 -0.19
C -4.064 -0.228 -2.410 -0.23
O -2.689 0.005 -2.322 -0.21
C -1.911 -0.677 -3.337 -0.08
H -8.522 -1.831 0.894 0.08
H -8.053 -2.625 2.546 0.09
H -7.474 -3.245 0.994 0.07
H -6.808 -0.232 -0.046 0.11
H -5.962 -1.745 -0.339 0.11
H -4.089 -1.044 0.320 0.10
H -4.731 -0.091 1.607 0.12
H -4.943 1.791 0.223 0.11
H -4.577 1.877 -2.148 0.12
H -5.861 0.728 -1.689 0.09
H -4.387 -0.051 -3.437 0.12
H -4.403 -1.224 -2.128 0.12
H -2.043 -0.212 -4.314 0.08
H -2.071 -1.750 -3.442 0.08
H -0.826 -0.675 -3.229 0.08
C 5.166 -3.490 -2.832 -0.05
O 4.832 -2.018 -3.037 -0.23
C 4.951 -1.246 -1.749 -0.17
C 4.484 0.226 -1.991 -0.18
N 3.066 0.201 -2.430 -0.06
C 2.626 1.467 -2.803 -0.25
C 1.963 2.366 -1.811 -0.16
O 0.554 2.541 -2.095 -0.23
C 0.247 3.779 -2.583 -0.14
H 4.347 -3.879 -2.227 0.07
H 6.186 -3.740 -2.537 0.08
H 4.834 -3.826 -3.814 0.08
H 5.895 -1.222 -1.206 0.11
H 4.285 -1.802 -1.089 0.09
H 5.101 0.830 -2.655 0.11
H 4.505 0.806 -1.068 0.11
H 2.982 -0.384 -3.249 0.11
H 1.746 1.152 -3.362 0.13
H 3.273 2.065 -3.444 0.12
H 2.385 3.318 -1.489 0.14
H 2.038 1.862 -0.847 0.10
H 0.171 4.328 -1.644 0.10
H -0.653 4.016 -3.152 0.09
H 1.024 4.344 -3.098 0.09
C -0.767 -2.281 -0.171 -0.08
O -0.008 -1.312 0.542 -0.25
C 1.410 -1.550 0.495 -0.16
C 1.975 -0.131 0.819 -0.21
N 2.396 -0.220 2.168 -0.02
C 3.563 -1.133 2.296 -0.19
C 4.248 -1.308 3.629 -0.24
O 4.411 -0.107 4.375 -0.19
C 4.440 -0.233 5.841 -0.06
H -1.799 -1.936 -0.242 0.08
H -0.710 -3.199 0.412 0.09
H -0.259 -2.545 -1.098 0.08
H 1.680 -1.916 -0.496 0.10
H 1.511 -2.340 1.240 0.12
H 1.341 0.742 0.665 0.10
H 2.805 -0.114 0.113 0.07
H 2.777 0.708 2.284 0.12
H 4.330 -0.596 1.738 0.11
H 3.453 -2.095 1.795 0.11
H 5.192 -1.837 3.496 0.11
H 3.836 -2.046 4.316 0.11
H 4.710 -1.252 6.121 0.07
H 3.405 -0.312 6.175 0.09
H 5.019 0.554 6.324 0.08

91
Properties=species:S:1:pos:R:3:lowdin_charge:R:1 method="wB97M-V/def2-TZVPD" homo_lumo_gap_ha=0.3343 lumo_energy_ev=0.08
N 0.731 -3.700 -0.877 0.08
B 0.745 -2.291 -0.398 -0.58
O 1.612 -1.841 0.661 0.02
Si -0.456 -0.883 -1.117 0.61
O -1.490 -0.444 0.179 -0.47
Si -3.142 -0.357 -0.262 0.51
C -3.729 -1.745 -1.422 -0.37
P -3.236 -3.450 -0.884 0.52
O -2.341 -3.488 0.336 -0.33
O -2.479 -4.158 -2.202 -0.17
O -4.629 -4.328 -0.661 -0.15
H 0.295 -4.232 -0.113 0.08
H 1.686 -4.066 -0.915 0.06
H 2.537 -1.940 0.411 0.09
H -1.178 -1.377 -2.310 -0.03
H 0.389 0.230 -1.602 -0.03
H -3.449 0.927 -0.929 -0.02
H -3.918 -0.366 0.994 -0.02
H -4.849 -1.720 -1.423 0.06
H -3.414 -1.587 -2.475 0.04
H -1.631 -3.697 -2.311 0.04
H -4.754 -4.468 0.285 0.08
C -2.992 -4.719 -5.363 -0.11
O -2.599 -3.780 -6.344 -0.20
C -3.711 -3.085 -6.885 -0.20
C -3.247 -1.847 -7.631 -0.18
O -2.996 -0.740 -6.768 -0.13
C -1.791 -0.806 -6.014 -0.18
C -0.552 -0.508 -6.842 -0.20
O -0.143 -1.666 -7.553 -0.20
C 0.822 -1.364 -8.538 -0.11
H -3.683 -5.457 -5.785 0.09
H -2.100 -5.235 -5.010 0.09
H -3.457 -4.211 -4.515 0.07
H -4.401 -2.792 -6.084 0.13
H -4.228 -3.760 -7.579 0.13
H -4.062 -1.522 -8.283 0.13
H -2.386 -2.057 -8.267 0.12
H -1.702 -1.758 -5.486 0.12
H -1.883 -0.021 -5.259 0.12
H 0.268 -0.212 -6.175 0.13
H -0.765 0.307 -7.542 0.13
H 0.404 -0.688 -9.291 0.09
H 1.107 -2.294 -9.028 0.09
H 1.713 -0.915 -8.084 0.09
C -1.592 -1.942 4.074 -0.10
O -0.989 -0.712 4.418 -0.20
C -0.957 0.182 3.315 -0.20
C -0.663 1.593 3.787 -0.18
O -1.816 2.273 4.277 -0.13
C -2.257 1.875 5.570 -0.18
C -1.387 2.423 6.688 -0.20
O -0.231 1.616 6.857 -0.20
C 0.729 2.241 7.683 -0.11
H -1.051 -2.425 3.254 0.09
H -1.559 -2.591 4.949 0.09
H -2.639 -1.790 3.791 0.09
H -1.914 0.162 2.788 0.11
H -0.163 -0.150 2.635 0.11
H -0.336 2.173 2.921 0.12
H 0.148 1.615 4.518 0.11
H -2.364 0.791 5.639 0.12
H -3.254 2.309 5.678 0.13
H -1.952 2.409 7.630 0.13
H -1.095 3.454 6.455 0.13
H 1.083 3.171 7.224 0.09
H 1.575 1.563 7.788 0.09
H 0.314 2.447 8.675 0.09
C 3.220 0.684 3.863 -0.09
O 3.631 1.636 2.902 -0.20
C 2.529 2.363 2.379 -0.20
C 3.010 3.607 1.653 -0.17
O 3.285 4.694 2.530 -0.13
C 4.495 4.595 3.273 -0.18
C 5.732 4.886 2.440 -0.20
O 6.116 3.733 1.704 -0.20
C 7.078 4.038 0.717 -0.11
H 2.512 -0.029 3.427 0.08
H 4.102 0.142 4.201 0.09
H 2.764 1.182 4.726 0.08
H 1.852 2.651 3.189 0.11
H 1.997 1.708 1.676 0.13
H 2.196 3.956 1.012 0.13
H 3.864 3.393 1.007 0.12
H 4.572 3.633 3.784 0.12
H 4.422 5.367 4.042 0.13
H 6.563 5.157 3.104 0.13
H 5.527 5.717 1.755 0.13
H 6.664 4.734 -0.020 0.09
H 7.344 3.112 0.208 0.09
H 7.979 4.464 1.171 0.09

110
Properties=species:S:1:pos:R:3:lowdin_charge:R:1 method="wB97M-V/def2-TZVPD" total_charge=-1 homo_lumo_gap_ha=0.2807 lumo_energy_ev=1.98
As 3.483 -3.096 9.656 0.81
F 2.639 -4.660 9.275 -0.29
F 4.800 -3.609 8.639 -0.24
F 4.274 -1.623 10.055 -0.22
F 2.116 -2.705 10.684 -0.26
F 4.340 -3.858 11.009 -0.25
F 2.692 -2.339 8.301 -0.26
C 5.592 -6.741 7.626 -0.11
O 6.233 -6.103 8.738 -0.20
P 6.825 -6.968 9.957 0.43
O 6.902 -6.400 11.299 -0.18
O 5.871 -8.296 9.921 -0.27
C 6.139 -9.376 10.791 -0.12
O 8.252 -7.495 9.475 -0.21
C 8.600 -7.879 8.157 -0.11
H 6.257 -6.757 6.762 0.08
H 4.786 -6.057 7.352 0.08
H 5.177 -7.720 7.846 0.08
H 5.204 -9.749 11.211 0.08
H 6.850 -9.190 11.597 0.09
H 6.550 -10.171 10.160 0.09
H 7.760 -8.309 7.612 0.07
H 9.374 -8.647 8.200 0.08
H 9.042 -7.081 7.559 0.09
C 4.916 -10.057 14.401 -0.09
O 3.941 -9.175 13.838 -0.26
P 4.088 -7.576 14.032 0.41
O 5.443 -7.054 13.862 -0.19
O 2.928 -6.922 13.134 -0.20
C 2.958 -7.041 11.724 -0.08
O 3.514 -7.309 15.518 -0.22
C 2.231 -7.915 15.802 -0.11
H 5.815 -9.912 13.804 0.08
H 4.573 -11.090 14.405 0.08
H 5.043 -9.756 15.443 0.09
H 2.136 -7.598 11.273 0.09
H 3.940 -7.340 11.351 0.08
H 2.879 -6.005 11.383 0.07
H 1.681 -8.309 14.954 0.08
H 1.637 -7.130 16.276 0.08
H 2.434 -8.593 16.632 0.08
C 0.481 -0.082 9.999 -0.08
O -0.065 1.251 10.047 -0.21
P 0.706 2.346 9.173 0.40
O 2.160 2.205 9.029 -0.22
O 0.104 3.656 9.902 -0.23
C 0.843 4.891 9.967 -0.08
O -0.007 2.334 7.727 -0.21
C -1.418 2.363 7.636 -0.12
H 0.991 -0.298 9.055 0.08
H -0.330 -0.803 9.920 0.06
H 1.220 -0.354 10.748 0.08
H 1.532 4.984 9.125 0.08
H 1.429 4.850 10.882 0.09
H 0.146 5.720 9.890 0.08
H -1.693 3.248 7.063 0.09
H -1.927 2.357 8.602 0.08
H -1.867 1.489 7.159 0.09
C 1.949 -0.829 5.483 -0.10
O 1.127 -1.339 4.461 -0.21
P 1.706 -1.701 3.022 0.37
O 2.027 -0.559 2.171 -0.22
O 0.631 -2.741 2.447 -0.20
C -0.447 -2.144 1.720 -0.12
O 2.992 -2.600 3.339 -0.20
C 2.960 -3.735 4.175 -0.12
H 1.520 0.105 5.866 0.09
H 2.963 -0.561 5.189 0.10
H 1.917 -1.398 6.415 0.07
H -1.381 -2.686 1.867 0.08
H -0.268 -2.301 0.652 0.09
H -0.628 -1.076 1.818 0.09
H 3.042 -4.659 3.598 0.09
H 2.053 -3.914 4.759 0.08
H 3.772 -3.715 4.902 0.09
C -0.762 -4.289 9.129 -0.25
C -1.758 -3.238 9.569 -0.23
O -2.218 -2.449 8.459 -0.07
O -1.441 -5.388 8.531 -0.08
H -0.228 -4.701 9.991 0.12
H 0.028 -3.792 8.555 0.12
H -1.297 -2.526 10.253 0.10
H -2.632 -3.675 10.060 0.12
H -2.891 -2.903 7.947 0.07
H -2.245 -5.007 8.170 0.07
C 4.333 0.777 12.012 -0.24
C 3.569 -0.160 12.959 -0.24
O 4.161 -0.106 14.249 -0.06
O 4.145 2.118 12.412 -0.08
H 4.093 0.756 10.945 0.10
H 5.398 0.525 12.052 0.12
H 3.550 -1.201 12.630 0.10
H 2.489 0.027 12.953 0.11
H 3.809 0.699 14.644 0.08
H 4.068 2.770 11.718 0.07
C 5.631 -3.559 14.091 -0.26
C 6.153 -4.159 15.359 -0.22
O 7.247 -5.085 15.127 -0.08
O 5.878 -4.380 12.959 -0.11
H 6.016 -2.555 13.862 0.11
H 4.565 -3.296 14.067 0.11
H 5.354 -4.740 15.825 0.11
H 6.600 -3.354 15.946 0.11
H 7.545 -5.302 16.015 0.07
H 5.386 -4.138 12.145 0.03
C 1.285 -6.950 7.656 -0.98
Cl 1.077 -8.723 7.958 0.46
Cl 0.574 -6.605 6.065 0.51
H 0.800 -6.428 8.473 0.00
H 2.337 -6.687 7.680 0.00

96
Properties=species:S:1:pos:R:3:lowdin_charge:R:1 method="wB97M-V/def2-TZVPD" total_charge=-2 homo_lumo_gap_ha=0.1358 lumo_energy_ev=3.37
C 14.731 -13.128 4.888 -0.37
O 14.893 -12.280 6.044 -0.13
O 15.019 -14.415 5.385 -0.18
C 13.432 -12.897 3.972 -0.52
F 13.340 -11.603 3.668 0.10
F 13.403 -13.608 2.821 0.11
F 12.263 -13.108 4.616 0.12
C 15.166 -10.913 5.880 -0.30
C 15.577 -10.401 7.241 -0.07
H 15.713 -9.320 7.208 0.07
H 14.744 -10.628 7.907 0.08
H 16.492 -10.896 7.564 0.07
H 14.254 -10.378 5.616 0.08
H 15.882 -10.622 5.112 0.11
H 15.567 -12.775 4.285 0.12
C 11.546 -14.945 7.605 -0.45
O 11.579 -14.576 9.017 -0.11
O 12.188 -16.181 7.627 -0.23
C 10.142 -14.884 6.959 -0.66
F 9.771 -13.660 6.678 0.13
F 10.124 -15.469 5.800 0.15
F 9.167 -15.464 7.675 0.12
C 11.207 -13.259 9.417 -0.30
C 11.353 -13.138 10.931 -0.10
H 10.567 -13.737 11.390 0.06
H 12.262 -13.577 11.343 0.06
H 11.255 -12.107 11.272 0.06
H 10.140 -13.144 9.231 0.10
H 11.795 -12.448 8.988 0.09
H 12.174 -14.181 7.147 0.12
C 18.802 -11.952 4.385 -0.16
O 18.985 -12.556 3.108 -0.12
H 18.682 -10.868 4.363 0.07
H 18.058 -12.473 4.988 0.07
H 19.778 -12.058 4.858 0.07
H 18.452 -12.108 2.447 0.07
C 12.893 -8.520 3.426 -0.18
O 11.824 -8.037 4.173 -0.11
H 13.286 -7.820 2.689 0.08
H 13.716 -8.818 4.075 0.06
H 12.559 -9.416 2.903 0.05
H 11.454 -8.669 4.794 0.03
C 15.849 -15.520 1.767 -0.16
O 15.565 -16.024 0.477 -0.13
H 15.114 -14.761 2.038 0.06
H 15.918 -16.299 2.526 0.09
H 16.831 -15.051 1.824 0.07
H 15.619 -15.311 -0.164 0.06
C 18.383 -7.649 5.250 -0.17
O 18.913 -7.395 3.963 -0.12
H 18.734 -8.612 5.618 0.06
H 18.623 -6.864 5.966 0.08
H 17.307 -7.806 5.179 0.08
H 19.797 -7.031 4.046 0.07
C 12.977 -16.938 3.749 -0.20
O 13.992 -16.870 4.691 -0.12
H 12.058 -16.542 4.181 0.07
H 13.261 -16.360 2.870 0.04
H 12.773 -17.940 3.370 0.07
H 14.412 -16.008 4.725 0.01
C 15.182 -12.979 9.633 -0.18
O 14.831 -13.570 8.419 -0.10
H 14.276 -12.471 9.963 0.06
H 15.498 -13.691 10.396 0.08
H 15.983 -12.258 9.465 0.04
H 14.658 -12.850 7.809 0.03
C 11.359 -14.857 0.339 -0.15
O 10.589 -15.846 -0.342 -0.13
H 11.313 -14.970 1.422 0.08
H 12.391 -14.707 0.023 0.07
H 10.821 -13.937 0.109 0.06
H 10.682 -15.746 -1.292 0.06
C 17.004 -10.208 11.095 -0.17
O 15.650 -10.361 11.496 -0.12
H 17.592 -11.067 11.418 0.08
H 17.010 -10.021 10.021 0.06
H 17.457 -9.298 11.488 0.06
H 15.707 -10.896 12.291 0.07
C 11.160 -10.669 6.701 -0.13
O 10.305 -9.629 6.251 -0.13
H 10.586 -11.247 7.425 0.06
H 11.672 -11.313 5.986 0.08
H 11.898 -10.211 7.360 0.08
H 9.978 -9.235 7.064 0.08
C 18.836 -13.970 7.232 -0.19
O 17.496 -14.419 7.263 -0.10
H 19.406 -14.341 6.381 0.07
H 18.836 -12.880 7.230 0.06
H 19.295 -14.337 8.151 0.07
H 16.998 -14.020 6.545 0.03
C 10.049 -11.443 2.553 -0.16
O 9.937 -10.951 1.248 -0.12
H 10.506 -10.682 3.186 0.06
H 9.102 -11.806 2.952 0.09
H 10.791 -12.241 2.540 0.06
H 10.858 -10.842 1.000 0.07

Max |F| for every record listed, in sequence, given in Eh/bohr: 0.0622 0.1698 0.0508 0.0660 0.1060.
Calculated total energy for every record listed, in sequence, given in eV: -90092.2739 -45612.8102 -76438.6616 -205011.8074 -67620.8212.